# C21H28NPPt

A structure of composition C21H28NPPt at a distorted geometry (ωB97M-V with the def2-TZVPD basis set, OMol25).

**2S+1**: 3
**E_LUMO (alpha / beta)**: 0.241 / -3.079 eV
**Electronic energy**: -1332.164462 hartree
**HOMO-LUMO gap (alpha / beta)**: 0.132 / 0.139 hartree
**E_HOMO (alpha / beta)**: -3.3 / -6.9 eV

CARTESIAN COORDINATES (ANGSTROEM)
C  -2.581  0.643  -3.862
C  -2.279  -0.479  -3.092
C  -1.481  -0.435  -1.934
C  -1.013  0.830  -1.518
C  -1.246  1.958  -2.323
C  -2.048  1.874  -3.466
C  -1.301  -1.723  -1.166
C  0.030  -2.547  -1.140
N  1.323  -2.030  -1.472
Pt  0.061  1.165  0.246
C  -0.587  3.275  -1.985
P  0.908  2.832  -1.019
H  -2.691  -1.453  -3.363
H  -2.201  2.785  -4.051
H  -3.234  0.571  -4.739
H  -1.204  3.939  -1.361
H  -0.299  3.860  -2.875
H  -1.600  -1.565  -0.126
H  -2.019  -2.448  -1.589
H  0.139  -2.921  -0.106
C  1.500  4.219  -0.064
C  2.130  2.424  -2.288
H  -0.154  -3.429  -1.787
C  1.596  -1.378  -2.720
C  2.335  -1.988  -0.447
H  0.847  1.924  1.602
H  1.991  -2.058  -3.492
H  0.692  -0.905  -3.120
H  2.364  -0.609  -2.556
H  2.979  -2.878  -0.453
H  2.975  -1.106  -0.577
H  1.844  -1.938  0.538
H  2.468  3.339  -2.787
H  2.988  1.937  -1.821
H  1.726  1.746  -3.046
H  1.670  5.073  -0.727
H  0.754  4.461  0.703
H  2.433  3.907  0.416
H  1.436  1.436  1.260
C  -0.380  -0.231  1.468
C  -0.501  -1.006  2.437
C  -0.720  -1.528  3.740
C  -1.921  -1.196  4.396
C  -2.083  -1.457  5.757
C  -1.074  -2.132  6.464
C  0.079  -2.572  5.790
C  0.242  -2.305  4.426
H  -2.684  -0.685  3.812
H  -2.990  -1.120  6.263
H  -1.188  -2.316  7.537
H  0.854  -3.111  6.338
H  1.116  -2.646  3.878

Forces on atoms 1 to 3 (eV/Å):
-0.1167 0.1294 0.0946
0.0609 -0.4166 0.0138
-0.4821 0.3901 -0.9538

# CNO2S2

The ion CNO2S2 with charge -1 at a distorted geometry (ωB97M-V with the def2-TZVPD basis set, OMol25).

**E_LUMO**: 3.225 eV
**Electronic energy**: -1039.739432 hartree
**Total charge**: -1
**Energy above the lowest of the compared OMol25 structures with the same formula, charge and spin**: 1.655 eV
**HOMO-LUMO gap**: 0.311 hartree
**E_HOMO**: -5.2 eV

CARTESIAN COORDINATES (ANGSTROEM)
C  0.184  0.162  1.115
N  1.039  0.259  1.853
O  0.873  -0.454  -1.281
O  -1.514  -1.096  -0.820
S  -1.054  1.660  -1.812
S  -0.492  -0.075  -0.925

Forces on atoms 1 to 3 (eV/Å):
-2.7425 0.0290 -3.6486
1.9023 0.2283 2.2711
-1.5510 0.0536 -0.1686

# C30H52BBrClF6I2N2O22P2S4

A cluster of 5 separate species, C30H52BBrClF6I2N2O22P2S4 in total at a distorted geometry (ωB97M-V with the def2-TZVPD basis set, OMol25).

**E_LUMO**: -3.860 eV
**Electronic energy**: -9467.315737 hartree
**Total charge**: +1
**HOMO-LUMO gap**: 0.282 hartree
**E_HOMO**: -11.5 eV

CARTESIAN COORDINATES (ANGSTROEM)
C  7.500  -6.205  1.188
C  6.936  -4.919  2.077
C  5.294  -4.773  2.013
C  4.798  -3.432  1.143
C  3.225  -3.676  0.767
N  2.294  -2.486  0.709
P  2.320  -1.840  2.422
O  3.020  -3.029  3.563
Cl  3.638  -0.239  2.787
C  2.519  -1.440  -0.423
Br  2.722  -2.283  -2.298
P  4.297  -0.666  -0.635
O  5.251  -1.547  -1.603
C  1.211  -0.368  -0.549
C  1.285  0.955  0.465
C  2.471  2.027  0.231
C  2.043  3.467  0.968
F  3.311  4.287  1.030
F  1.111  4.280  0.106
F  1.471  3.209  2.314
C  1.162  0.332  -2.002
C  0.312  1.666  -2.317
O  -0.995  1.305  -2.966
C  1.130  2.402  -3.590
F  2.148  3.373  -3.130
F  0.064  3.220  -4.282
F  1.603  1.427  -4.603
C  0.047  -1.511  -0.110
C  -1.033  -0.771  0.916
C  -2.057  0.314  0.346
C  -3.603  -0.062  0.864
O  -4.675  -0.002  0.062
O  -3.882  -0.444  2.286
B  -0.912  -2.148  -1.283
C  -2.520  -2.599  -1.153
O  -0.485  -2.524  -2.679
C  0.772  -2.888  0.575
N  0.575  -3.130  2.039
C  0.346  -4.327  -0.075
I  1.213  -5.440  -1.813
C  -0.826  -5.192  0.382
C  -1.876  -4.825  1.545
I  -1.337  -7.172  -0.527
H  6.670  -6.471  0.402
H  8.548  -5.953  0.727
H  7.637  -7.172  1.866
H  7.513  -3.919  1.841
H  7.213  -5.184  3.205
H  4.758  -5.698  1.489
H  4.915  -4.765  3.120
H  5.512  -3.428  0.186
H  5.043  -2.457  1.731
H  3.366  -4.237  -0.278
H  2.740  -4.520  1.460
H  2.220  -3.261  4.126
H  4.252  0.623  -1.339
H  5.094  -0.629  0.548
H  1.302  0.662  1.610
H  0.295  1.623  0.423
H  3.501  1.733  0.754
H  2.733  2.314  -0.868
H  0.814  -0.347  -2.921
H  2.293  0.606  -2.279
H  0.233  2.507  -1.534
H  -0.793  0.838  -3.851
H  -1.720  -1.663  1.322
H  -0.533  -0.425  1.946
H  -1.829  1.368  0.859
H  -2.135  0.508  -0.790
H  -3.399  0.168  2.915
H  -2.756  -3.588  -1.778
H  -2.885  -2.808  -0.076
H  -3.128  -1.744  -1.707
H  -0.855  -3.441  -2.888
H  -0.301  -2.832  2.473
H  0.718  -4.132  2.338
H  -1.464  -5.275  2.572
H  -2.135  -3.718  1.750
H  -2.929  -5.367  1.391
C  -6.028  -1.169  -5.056
C  -4.628  -1.027  -5.650
O  -3.889  -2.128  -5.128
S  -4.897  -3.393  -4.919
O  -4.777  -4.261  -6.069
O  -4.764  -3.864  -3.560
O  -6.298  -2.569  -5.048
H  -6.055  -0.811  -4.022
H  -6.781  -0.638  -5.644
H  -4.155  -0.081  -5.378
H  -4.652  -1.122  -6.740
C  -0.334  3.495  6.784
C  1.065  3.637  6.191
O  1.805  2.535  6.712
S  0.796  1.271  6.921
O  0.917  0.403  5.771
O  0.929  0.800  8.280
O  -0.604  2.095  6.792
H  -0.361  3.853  7.819
H  -1.087  4.026  6.197
H  1.539  4.583  6.463
H  1.042  3.542  5.100
C  -2.096  5.152  -5.136
C  -1.351  6.419  -4.724
O  -1.546  7.333  -5.801
S  -3.006  7.057  -6.472
O  -3.946  8.003  -5.913
O  -2.828  6.872  -7.894
O  -3.281  5.603  -5.789
H  -1.512  4.567  -5.854
H  -2.349  4.524  -4.277
H  -0.286  6.240  -4.558
H  -1.790  6.860  -3.823
C  -3.534  3.899  1.697
C  -2.961  5.299  1.896
O  -3.464  5.732  3.158
S  -3.631  4.437  4.135
O  -2.462  4.357  4.982
O  -4.980  4.424  4.651
O  -3.505  3.287  2.985
H  -4.576  3.943  1.364
H  -2.950  3.311  0.983
H  -3.260  5.989  1.104
H  -1.868  5.272  1.960

Forces on atoms 1 to 3 (eV/Å):
-0.3394 0.0660 0.4809
0.3143 -1.0265 0.9292
-0.1349 0.1869 0.0100

- Among the records above, which one has the highest electronic energy?
  CNO2S2

- Look up the electronic energy of the third one.
  -9467.315737 hartree